1.
This record from the Open Molecules 2025 dataset describes a single C4H4N2S molecule at a distorted geometry. The level of theory is wB97M-V/def2-TZVPD.

```
! wB97M-V def2-TZVPD RIJCOSX def2/J DEFGRID3
* xyz 0 1
C -0.491 -1.067 0.526
C 0.830 -0.968 0.143
C -1.578 0.948 -0.195
C 1.208 1.208 -0.776
N -1.469 -0.132 0.406
N 1.571 0.152 -0.217
S -0.424 1.474 -1.608
H -0.900 -1.892 1.096
H 1.625 -1.809 0.416
H -2.230 1.769 0.182
H 1.652 2.144 -0.833
*
```

SMILES string: C1=CN=CSC=N1
ΔE to the lowest compared entry with this formula, charge and spin: 2.6514 eV
HOMO level: -8.7 eV
frontier orbital gap: 8.4 eV
strongest force on any atom: 0.06824 hartree/bohr
DFT total energy: -18025.589 eV

2.
This record from the Open Molecules 2025 dataset describes C4H6N6O as an isolated structure at a distorted geometry. The level of theory is wB97M-V/def2-TZVPD.

```
! wB97M-V def2-TZVPD RIJCOSX def2/J DEFGRID3
* xyz 0 1
C -2.543 -0.571 -1.451
C -0.615 -0.362 -0.783
C 1.516 -0.147 0.496
C 0.846 -0.466 1.791
N -2.286 -1.645 -0.797
N -1.000 -1.552 -0.361
N 2.173 1.181 0.677
N 1.568 2.064 0.111
N 0.690 1.653 -0.803
N 0.528 0.242 -0.561
O -1.533 0.290 -1.522
H -3.468 -0.465 -2.058
H 2.236 -0.780 0.010
H 0.100 0.324 2.218
H 1.529 -0.488 2.483
H 0.303 -1.434 1.807
H -0.046 2.157 -1.259
*
```

ΔE to the lowest compared entry with this formula, charge and spin: 5.4317 eV
HOMO level: -8.4 eV
frontier orbital gap: 9.0 eV
strongest force on any atom: 0.10966 hartree/bohr
DFT total energy: -15228.750 eV

3.
This record from the Open Molecules 2025 dataset describes C44H52BrGeN2O3Ru as an isolated structure. The level of theory is wB97M-V/def2-TZVPD.

```
! wB97M-V def2-TZVPD RIJCOSX def2/J DEFGRID3
* xyz -1 5
Ru -0.362 -0.342 0.410
C -6.747 4.724 -0.486
C -5.260 4.980 -0.242
C -4.692 5.712 -1.467
C -5.127 5.886 0.990
C -4.482 3.685 -0.013
C -3.115 3.736 0.232
C -2.407 2.573 0.436
Br -0.536 2.746 0.748
C -2.983 1.286 0.420
O -2.266 0.220 0.685
C -4.365 1.229 0.135
C -5.060 2.425 -0.053
C -5.186 -0.065 -0.028
C -5.784 -0.085 -1.446
C -6.316 -0.085 1.013
C -4.394 -1.365 0.131
H -7.263 5.676 -0.632
H -7.212 4.216 0.362
H -6.908 4.115 -1.379
H -5.237 6.644 -1.642
H -4.775 5.088 -2.359
H -3.638 5.957 -1.331
H -5.669 6.823 0.835
H -4.083 6.128 1.193
H -5.534 5.394 1.876
H -2.584 4.679 0.260
H -6.117 2.351 -0.265
H -6.455 0.758 -1.623
H -6.358 -1.006 -1.594
H -4.979 -0.048 -2.181
H -6.980 0.774 0.918
H -5.903 -0.082 2.024
H -6.918 -0.991 0.891
H -3.581 -1.410 -0.591
H -5.078 -2.202 -0.047
H -3.979 -1.460 1.136
C -1.275 -4.890 1.069
C 0.010 -5.354 1.304
C 1.087 -4.523 1.058
C 0.862 -3.232 0.578
N -0.388 -2.792 0.367
C -1.420 -3.594 0.604
C 1.947 -2.275 0.259
C 3.258 -2.704 0.053
C 4.232 -1.806 -0.358
C 3.892 -0.478 -0.584
C 2.595 -0.047 -0.337
C 1.602 -0.924 0.103
H -2.146 -5.505 1.247
H 0.173 -6.354 1.686
H 2.094 -4.861 1.256
H -2.399 -3.171 0.419
H 3.521 -3.749 0.165
H 5.246 -2.145 -0.531
H 4.636 0.220 -0.955
H 2.345 0.994 -0.518
C 1.498 -1.568 4.933
Ge 1.300 -0.084 3.647
C 0.744 1.502 4.684
C 3.088 0.284 2.932
C -0.045 -0.526 2.358
H 2.199 -1.302 5.728
H 1.868 -2.461 4.427
H 0.535 -1.807 5.387
H 1.471 1.721 5.470
H -0.230 1.337 5.148
H 0.659 2.370 4.030
H 3.760 0.521 3.761
H 3.069 1.133 2.249
H 3.489 -0.573 2.388
H -1.003 -0.770 2.835
C 6.028 -1.076 -3.653
C 5.133 0.134 -3.561
C 5.705 1.401 -3.504
C 4.906 2.527 -3.384
C 3.529 2.401 -3.333
C 2.935 1.140 -3.415
N 1.547 0.969 -3.328
C 0.562 1.782 -3.862
C 0.857 2.697 -4.882
C -0.127 3.503 -5.428
C -1.438 3.415 -4.988
C -1.744 2.477 -4.015
C -0.779 1.652 -3.450
C -1.274 0.660 -2.418
O -2.482 0.479 -2.312
O -0.377 0.053 -1.714
C 3.744 -0.005 -3.517
C 3.092 -1.357 -3.506
H 7.076 -0.782 -3.602
H 5.876 -1.611 -4.594
H 5.833 -1.784 -2.846
H 6.784 1.501 -3.534
H 5.359 3.509 -3.317
H 2.903 3.274 -3.211
H 1.196 0.342 -2.606
H 1.869 2.764 -5.256
H 0.141 4.204 -6.211
H -2.207 4.054 -5.403
H -2.759 2.348 -3.660
H 2.135 -1.327 -4.027
H 2.887 -1.679 -2.477
H 3.720 -2.115 -3.971
*
```

ΔE to the lowest compared entry with this formula, charge and spin: 1.1905 eV
HOMO level (alpha / beta): -4.1 / -4.9 eV
frontier orbital gap (alpha / beta): 6.6 / 7.1 eV
⟨S²⟩: 6.018
strongest force on any atom: 0.00926 hartree/bohr
DFT total energy: -184736.665 eV

4.
This record from the Open Molecules 2025 dataset describes C6H15F6KNO2P as an isolated structure at a distorted geometry. The level of theory is wB97M-V/def2-TZVPD.

```
! wB97M-V def2-TZVPD RIJCOSX def2/J DEFGRID3
* xyz 0 1
K -11.818 -5.371 4.862
P -13.829 -6.392 2.459
F -13.427 -7.250 3.797
F -13.526 -7.701 1.517
F -15.377 -6.900 2.698
F -14.255 -5.482 1.208
F -13.954 -5.034 3.423
F -12.240 -5.919 2.318
C -11.869 -2.552 2.156
O -10.696 -3.100 2.869
C -9.885 -3.750 1.877
C -8.924 -4.813 2.407
N -9.621 -5.926 3.039
C -8.721 -6.851 3.607
C -9.416 -8.073 4.298
O -10.299 -7.672 5.245
C -11.238 -8.734 5.515
H -12.487 -3.346 1.797
H -11.642 -1.900 1.290
H -12.542 -1.914 2.838
H -9.361 -2.964 1.373
H -10.641 -4.191 1.191
H -8.331 -4.349 3.193
H -8.234 -5.126 1.592
H -10.314 -6.393 2.465
H -8.150 -6.285 4.352
H -7.985 -7.206 2.867
H -8.712 -8.787 4.714
H -9.897 -8.701 3.484
H -11.848 -8.383 6.326
H -10.641 -9.573 5.923
H -11.680 -8.931 4.503
*
```

HOMO level: -9.4 eV
frontier orbital gap: 9.2 eV
strongest force on any atom: 0.06208 hartree/bohr
DFT total energy: -53975.613 eV

5.
This record from the Open Molecules 2025 dataset describes C5H5NO2 as an isolated structure at a distorted geometry. The level of theory is wB97M-V/def2-TZVPD.

```
! wB97M-V def2-TZVPD RIJCOSX def2/J DEFGRID3
* xyz 0 1
C 1.881 0.442 0.176
C -0.750 0.564 -0.161
C -0.916 1.981 -0.100
C -1.815 -0.328 -0.168
C -2.708 -1.058 0.077
H 1.247 -1.659 -0.328
H 2.531 1.566 0.599
H 0.081 2.429 0.639
H -1.798 2.611 -0.561
H -3.756 -1.425 0.021
N 0.515 0.166 0.245
O 0.305 -1.193 0.212
O 2.686 -0.593 -0.340
*
```

ΔE to the lowest compared entry with this formula, charge and spin: 9.8258 eV
HOMO level: -8.5 eV
frontier orbital gap: 8.0 eV
strongest force on any atom: 0.16639 hartree/bohr
DFT total energy: -10841.489 eV

6.
This record from the Open Molecules 2025 dataset describes C38H28F2N4O2Sr as an isolated structure. The level of theory is wB97M-V/def2-TZVPD.

```
! wB97M-V def2-TZVPD RIJCOSX def2/J DEFGRID3
* xyz -2 1
Sr -0.195 -0.247 0.486
O -0.305 3.141 0.475
C 0.707 3.717 0.010
C 0.626 5.023 -0.631
C 1.671 5.570 -1.316
C 2.924 4.945 -1.360
C 3.115 3.790 -0.638
C 2.050 3.167 0.047
C 2.403 2.062 0.909
N 1.643 1.280 1.562
C 2.167 0.359 2.511
C 1.606 0.699 3.908
N 0.175 0.873 3.939
C -0.549 -0.134 4.199
C -0.112 -1.534 4.479
C 0.077 -2.024 5.769
C 0.538 -3.318 5.991
C 0.785 -4.156 4.905
C 0.585 -3.710 3.616
C 0.104 -2.401 3.357
O -0.156 -1.986 2.159
H -0.341 5.507 -0.624
H 1.547 6.508 -1.841
H 3.758 5.432 -1.857
H 4.092 3.345 -0.602
H 3.507 1.931 1.021
H 3.267 0.322 2.565
H 1.867 -0.655 2.261
H 2.053 1.661 4.201
H 1.949 -0.074 4.604
H -1.619 0.073 4.191
H -0.127 -1.397 6.634
H 0.702 -3.676 7.005
H 1.171 -5.157 5.074
H 0.795 -4.348 2.772
F 3.947 -4.272 0.486
C 2.911 -3.857 -0.286
C 2.411 -2.577 -0.097
C 1.388 -2.046 -0.880
C 0.866 -2.924 -1.857
C 1.351 -4.214 -1.983
F 0.822 -5.081 -2.910
C 2.392 -4.719 -1.227
C -0.203 -2.459 -2.813
C -0.030 -2.630 -4.185
C -0.992 -2.192 -5.066
C -2.132 -1.596 -4.552
C -2.218 -1.436 -3.174
N -1.275 -1.839 -2.330
H 2.892 -1.992 0.675
H 2.755 -5.717 -1.368
H 0.876 -3.104 -4.540
H -0.883 -2.353 -6.135
H -2.948 -1.240 -5.177
H -3.063 -0.941 -2.724
C 0.230 2.962 -3.164
C -0.963 3.650 -3.069
C -1.997 3.076 -2.367
C -1.852 1.821 -1.784
N -0.672 1.191 -1.839
C 0.321 1.746 -2.530
C -2.977 1.167 -1.038
C -4.303 1.497 -1.381
C -5.359 0.911 -0.687
C -5.109 -0.001 0.336
C -3.796 -0.311 0.656
C -2.697 0.254 -0.014
H 1.074 3.361 -3.692
H -1.067 4.640 -3.488
H -2.917 3.628 -2.226
H 1.252 1.179 -2.531
H -4.554 2.170 -2.197
H -6.388 1.152 -0.932
H -5.943 -0.457 0.857
H -3.627 -1.034 1.448
*
```

ΔE to the lowest compared entry with this formula, charge and spin: 0.4591 eV
HOMO level: -1.9 eV
frontier orbital gap: 6.5 eV
strongest force on any atom: 0.01818 hartree/bohr
DFT total energy: -56187.676 eV

7.
This record from the Open Molecules 2025 dataset describes C17H25Cl5IrNO2P2 as an isolated structure at a distorted geometry. The level of theory is wB97M-V/def2-TZVPD.

```
! wB97M-V def2-TZVPD RIJCOSX def2/J DEFGRID3
* xyz 0 5
C -0.796 1.019 -4.022
C -0.964 0.623 -2.658
N -0.047 1.089 -1.715
C 0.717 2.170 -1.999
C 0.700 2.732 -3.281
C -0.047 2.150 -4.311
C -2.036 -0.150 -2.189
P -2.132 -0.492 -0.418
Ir -0.017 0.178 0.240
P 1.809 1.548 0.461
C 1.533 2.787 -0.853
O -0.335 -3.351 -3.328
O 0.293 -3.830 -0.242
H -1.353 0.492 -4.783
H 1.298 3.628 -3.440
H -0.012 2.563 -5.313
C -3.475 0.753 -0.231
C -2.825 -2.033 0.179
H 2.491 3.164 -1.236
H 0.959 3.629 -0.434
H -1.155 -2.807 -3.294
H -2.735 -0.569 -2.919
C 2.113 2.379 2.036
C 3.347 0.771 -0.026
H 0.653 -1.137 -0.407
H 1.239 -3.729 -0.011
H 0.190 -3.474 -1.141
H 0.275 -2.861 -3.930
H -0.058 1.677 0.833
H 1.432 -0.760 -0.412
H -4.253 0.453 -0.947
H -3.852 0.769 0.794
H -3.078 1.732 -0.529
H -3.717 -2.299 -0.402
H -2.077 -2.832 0.123
H -3.119 -1.893 1.228
H 4.075 1.563 -0.240
H 3.708 0.128 0.783
H 3.179 0.171 -0.926
H 2.977 3.053 1.947
H 1.232 2.954 2.355
H 2.323 1.618 2.799
Cl 2.287 -2.195 1.561
C 1.060 -1.600 2.597
C 0.087 -0.688 2.154
C -0.846 -0.263 3.105
Cl -2.001 0.958 2.689
C -0.857 -0.737 4.434
Cl -2.044 -0.211 5.546
C 0.148 -1.625 4.867
Cl 0.192 -2.152 6.481
C 1.122 -2.037 3.938
Cl 2.393 -3.024 4.486
*
```

HOMO level (alpha / beta): -4.3 / -8.5 eV
frontier orbital gap (alpha / beta): 4.7 / 6.4 eV
⟨S²⟩: 6.034
strongest force on any atom: 0.07726 hartree/bohr
DFT total energy: -107642.141 eV

8.
This record from the Open Molecules 2025 dataset describes a 2-piece molecular cluster, C5H8BCl3NO3S overall at a distorted geometry. The level of theory is wB97M-V/def2-TZVPD.

```
! wB97M-V def2-TZVPD RIJCOSX def2/J DEFGRID3
* xyz -1 1
C 3.759 -0.542 -0.504
B 2.577 0.241 -1.349
O 1.801 1.029 -0.340
C 0.441 0.876 -0.773
S 0.205 2.196 -2.045
C 0.520 -0.639 -1.260
N -0.729 -1.350 -1.695
C -1.471 -1.428 -0.740
O -2.244 -1.143 0.079
O 1.624 -0.622 -2.126
H 4.262 -1.277 -1.185
H 3.378 -1.073 0.407
H 4.475 0.247 -0.146
H 3.158 0.859 -2.221
H -0.242 0.938 0.117
H 0.585 3.388 -1.474
H 0.922 -1.186 -0.358
C -4.693 -0.091 3.051
Cl -3.271 -0.350 2.042
Cl -4.969 -1.482 4.114
Cl -4.533 1.394 4.006
H -5.555 0.015 2.403
*
```

HOMO level: -4.2 eV
frontier orbital gap: 6.5 eV
strongest force on any atom: 0.04963 hartree/bohr
DFT total energy: -62027.122 eV

9.
This record from the Open Molecules 2025 dataset describes C55H51N6O5PtSSi as an isolated structure at a distorted geometry. The level of theory is wB97M-V/def2-TZVPD.

```
! wB97M-V def2-TZVPD RIJCOSX def2/J DEFGRID3
* xyz 1 1
Pt 0.011 0.096 0.428
C -3.425 -6.606 6.815
O -2.397 -6.596 5.837
C -2.240 -5.484 5.095
C -2.984 -4.317 5.245
C -2.719 -3.222 4.436
C -1.740 -3.277 3.452
C -1.012 -4.463 3.297
C -1.246 -5.544 4.114
C -1.409 -2.139 2.571
C -1.627 -2.324 1.188
C -2.403 -3.380 0.634
C -2.440 -3.175 -0.718
C -1.658 -2.013 -0.978
N -1.194 -1.499 0.198
C -1.352 -1.522 -2.265
C -0.422 -0.524 -2.511
C 0.097 -0.216 -3.812
C 1.136 0.628 -3.628
C 1.219 0.887 -2.217
C 2.067 1.850 -1.659
C 3.247 2.243 -2.436
C 4.097 1.209 -2.845
C 5.344 1.473 -3.382
C 5.759 2.792 -3.550
O 6.971 3.162 -3.989
C 7.945 2.152 -4.195
C 4.867 3.831 -3.259
C 3.640 3.562 -2.701
C 1.886 2.367 -0.346
N 1.128 1.767 0.616
C 1.335 2.464 1.772
C 0.930 2.085 3.063
C 1.549 2.796 4.200
C 0.798 3.385 5.225
C 1.413 3.902 6.341
C 2.802 3.826 6.487
O 3.302 4.303 7.639
C 4.695 4.158 7.872
C 3.565 3.276 5.459
C 2.938 2.784 4.327
C 0.145 0.951 3.348
C -0.097 0.442 4.671
C -0.703 -0.758 4.532
C -0.862 -0.986 3.126
N -0.352 0.076 2.431
C 2.163 3.591 1.508
C 2.537 3.509 0.202
N 0.259 0.190 -1.567
C -1.965 -2.226 -3.417
C -1.455 -3.452 -3.826
C -2.036 -4.155 -4.870
C -3.147 -3.630 -5.524
O -3.798 -4.238 -6.535
C -3.307 -5.486 -6.989
C -3.650 -2.389 -5.129
C -3.066 -1.697 -4.089
H -3.395 -7.590 7.272
H -4.404 -6.443 6.359
H -3.251 -5.845 7.580
H -3.775 -4.257 5.978
H -3.307 -2.320 4.557
H -0.233 -4.504 2.544
H -0.673 -6.458 4.022
H -2.888 -4.157 1.201
H -2.949 -3.765 -1.461
H -0.290 -0.609 -4.737
H 1.766 1.090 -4.369
H 3.789 0.180 -2.693
H 5.990 0.650 -3.653
H 8.873 2.671 -4.413
H 7.684 1.510 -5.039
H 8.075 1.540 -3.299
H 5.173 4.847 -3.469
H 2.951 4.374 -2.509
H -0.278 3.450 5.127
H 0.845 4.366 7.137
H 4.871 4.531 8.876
H 5.281 4.743 7.160
H 4.994 3.108 7.817
H 4.642 3.218 5.529
H 3.542 2.335 3.547
H 0.203 0.927 5.581
H -1.007 -1.436 5.311
H 2.445 4.340 2.228
H 3.204 4.172 -0.316
H -0.576 -3.855 -3.333
H -1.612 -5.107 -5.161
H -3.947 -5.776 -7.817
H -3.361 -6.246 -6.205
H -2.275 -5.407 -7.342
H -4.509 -1.990 -5.652
H -3.476 -0.743 -3.778
C 4.049 -5.460 -1.499
N 2.707 -5.275 -0.995
C 2.002 -6.222 -0.269
C 0.775 -5.721 -0.035
N 0.742 -4.472 -0.626
C 1.924 -4.188 -1.224
S 2.306 -2.800 -2.079
H 4.703 -5.795 -0.696
H 4.402 -4.510 -1.892
H 4.053 -6.203 -2.297
H 2.452 -7.154 0.024
H -0.069 -6.144 0.480
H -0.032 -3.834 -0.615
C 4.248 0.444 1.051
Si 3.185 -1.078 1.464
C 4.271 -2.566 0.965
C 3.041 -1.088 3.360
O 1.800 -1.296 0.696
H 5.165 0.438 1.644
H 3.719 1.377 1.259
H 4.527 0.448 -0.006
H 5.185 -2.576 1.564
H 4.530 -2.476 -0.090
H 3.732 -3.502 1.126
H 4.015 -0.963 3.836
H 2.606 -2.028 3.710
H 2.393 -0.274 3.695
*
```

ΔE to the lowest compared entry with this formula, charge and spin: 0.6570 eV
HOMO level (alpha / beta): -9.2 / -9.3 eV
frontier orbital gap (alpha / beta): 3.9 / 4.1 eV
strongest force on any atom: 0.06086 hartree/bohr
DFT total energy: -98996.045 eV